No. 1
Entry from OMol25: a molecular structure, C12H13ClFeO2 at a distorted geometry (wB97M-V/def2-TZVPD).

- Gap between HOMO and LUMO (spin up / spin down): 6.95 / 5.80 eV
- HOMO (spin up / spin down): -0.1326 / -0.1249 hartree
- Multiplicity: 6
- Charge: -1
- Energy above the lowest of the compared OMol25 structures with the same formula, charge and spin: 2.4 kcal/mol

Geometry (Å):
C: 1.5903 -1.8233 1.7033
C: 1.7005 -2.2441 0.3239
C: 0.3624 -2.4118 -0.1994
H: 2.6138 -2.4356 -0.2095
C: -0.5646 -2.0694 0.8574
C: 0.2008 -1.7054 2.0069
H: -0.2084 -1.4421 2.9767
H: 2.4079 -1.6480 2.3706
H: 0.0991 -2.7714 -1.1629
H: -1.6242 -2.1346 0.7915
Fe: 0.8401 0.4479 -0.1842
Cl: 2.7132 1.0585 0.9391
C: 0.7484 1.9406 -1.6211
C: -0.4602 1.2263 -1.7136
C: -0.1631 -0.0891 -2.1068
H: -1.4865 1.6478 -1.6186
C: 1.2317 -0.1892 -2.2676
C: 1.8017 1.0704 -1.9852
H: 2.8614 1.3359 -2.1068
H: 0.8457 3.0190 -1.3917
H: -0.9154 -0.8788 -2.3610
H: 1.7823 -1.0792 -2.6684
C: -2.7044 2.1295 1.3337
C: -1.8842 0.8897 1.4479
O: -2.3499 -0.1103 2.0053
O: -0.6720 0.9608 0.9051
H: -3.3326 2.2285 2.2330
H: -3.3597 2.0532 0.4790
H: -2.0738 3.0241 1.2234

***

No. 2
Entry from OMol25: a molecular structure, C2H13O13V at a distorted geometry (wB97M-V/def2-TZVPD).

- Gap between HOMO and LUMO (spin up / spin down): 2.80 / 2.82 eV
- HOMO (spin up / spin down): -0.0628 / -0.0641 hartree
- Multiplicity: 2
- Charge: -1
- Energy above the lowest of the compared OMol25 structures with the same formula, charge and spin: 117.0 kcal/mol

Geometry (Å):
O: -7.2618 6.7453 7.0249
V: -6.9597 5.2204 7.6666
C: -4.4242 8.3166 6.8201
O: -3.9724 8.0791 7.9504
O: -4.9204 7.3466 6.1291
O: -4.3168 9.4014 6.2943
H: -5.2522 7.6264 5.3027
C: -4.5601 5.2205 8.0968
O: -5.4132 6.1290 8.5977
O: -5.0166 4.3921 7.3090
O: -3.3872 5.6149 8.1294
O: -7.9040 6.4620 9.5074
H: -7.6709 7.4152 9.6184
H: -8.5202 6.1614 10.2360
O: -6.8296 4.9076 5.5843
H: -7.4979 5.0198 4.9229
H: -6.2908 4.2711 5.1398
O: -6.9685 3.8390 9.2438
H: -6.1409 3.8726 9.7475
H: -7.6458 3.5721 9.8932
O: -8.9122 4.8348 7.5160
H: -9.3542 5.5383 6.9982
H: -9.4369 3.9954 7.4871
O: -7.4928 8.5936 5.6292
H: -7.1555 9.2702 6.2172
H: -7.4994 7.7946 6.1736
O: -9.7729 7.3166 6.8543
H: -10.7114 7.2970 6.5239
H: -9.7266 8.0312 7.4473

***

No. 3
Entry from OMol25: a molecular structure, C7H23BrCoN7O4 at a distorted geometry (wB97M-V/def2-TZVPD).

- Gap between HOMO and LUMO (spin up / spin down): 5.53 / 9.16 eV
- HOMO (spin up / spin down): -0.2046 / -0.3418 hartree
- Multiplicity: 5

Geometry (Å):
Co: -7.3539 14.9589 -0.1034
Br: -5.2545 14.2028 1.0916
C: -9.7147 12.5816 -2.1778
C: -9.1054 12.4847 -0.8062
C: -9.1345 11.0462 -0.3088
O: -8.7471 10.9118 1.1045
C: -9.2233 9.8595 1.8360
N: -7.7536 13.0492 -0.9005
H: -9.6192 13.5713 -2.6243
H: -10.7764 12.4282 -1.9842
H: -9.3071 11.8826 -2.9081
H: -9.6986 13.1310 -0.1592
H: -8.5904 10.2839 -0.8663
H: -10.2058 10.8474 -0.3393
H: -10.2271 9.5514 1.5435
H: -9.1575 10.0015 2.9147
H: -8.4484 9.1392 1.5735
H: -7.2527 12.7235 -1.7148
H: -7.3281 12.4723 -0.1890
C: -1.3262 14.5264 -0.6816
O: -1.7828 14.8249 -1.7352
N: -0.0600 14.3328 -0.4885
N: -2.0065 14.3313 0.4030
H: 0.5090 14.6240 -1.2705
H: 0.2869 14.2078 0.4518
H: -3.0163 14.3143 0.3904
H: -1.5912 14.3321 1.3237
C: -3.5822 10.6992 3.4687
O: -3.1177 9.7264 4.0426
N: -4.8535 10.9788 3.3669
N: -3.0353 11.3600 2.4758
H: -5.1278 11.7612 2.7901
H: -5.5820 10.4097 3.7736
H: -2.1221 11.0522 2.1737
H: -3.3315 12.2712 2.1562
C: -8.7314 13.9048 2.6075
O: -8.6143 14.6725 1.6430
N: -7.7328 13.5967 3.4638
N: -9.7870 13.3236 2.8863
H: -7.7425 12.7947 4.0776
H: -6.8548 14.0772 3.3281
H: -10.4720 13.4559 2.1559
H: -9.9008 12.7842 3.7326

***

No. 4
Entry from OMol25: a molecular structure, C20H12Cl3FN3O5ReSbSe4 (wB97M-V/def2-TZVPD).

- Gap between HOMO and LUMO (spin up / spin down): 6.25 / 6.24 eV
- HOMO (spin up / spin down): -0.4315 / -0.4315 hartree
- Charge: +1
- Energy above the lowest of the compared OMol25 structures with the same formula, charge and spin: 16.5 kcal/mol

Geometry (Å):
Re: -0.9114 -1.8618 -0.5010
Cl: 6.2284 -2.3112 -0.5839
C: 4.5577 -2.1993 -0.1878
C: 3.6067 -2.4002 -1.1741
C: 2.2797 -2.2831 -0.8198
Cl: 1.0547 -2.6308 -2.0190
C: 1.8395 -1.9552 0.4591
O: 0.5264 -1.8044 0.7691
C: 2.8319 -1.8326 1.4357
Cl: 2.3747 -1.6081 3.0792
C: 4.1742 -1.9354 1.1178
H: 3.8933 -2.6525 -2.1850
H: 4.9169 -1.8197 1.8940
N: -1.3422 2.4084 -0.7273
C: -1.5003 1.1863 -0.2243
N: -0.6664 0.3047 -0.7466
C: 0.1157 1.0353 -1.6710
C: 1.1423 0.6722 -2.5416
C: 1.6866 1.6494 -3.3506
C: 1.2431 2.9778 -3.3084
C: 0.2322 3.3587 -2.4520
C: -0.3122 2.3640 -1.6509
H: -1.8711 3.2168 -0.4450
H: -2.2591 0.9680 0.5032
H: 1.5115 -0.3357 -2.6159
H: 2.4737 1.3742 -4.0393
H: 1.7003 3.7125 -3.9566
H: -0.1239 4.3791 -2.4081
F: -0.9714 -3.7465 -0.3947
O: -3.6389 -0.3989 -1.7753
C: -2.7913 -0.7495 -2.5393
O: -1.7629 -1.5861 -2.1382
C: -2.6401 -0.2994 -3.9381
C: -3.6970 0.3683 -4.5541
C: -3.5483 0.8581 -5.8410
C: -2.3393 0.7128 -6.5086
C: -1.3036 0.0593 -5.8666
C: -1.4324 -0.4665 -4.6003
N: 0.0050 -0.0679 -6.5406
O: 0.0860 0.3279 -7.6793
O: 0.9052 -0.5919 -5.9126
H: -4.6271 0.4935 -4.0159
H: -4.3709 1.3638 -6.3265
H: -2.1906 1.0990 -7.5066
H: -0.5970 -0.9738 -4.1464
Se: 0.3517 2.0169 2.5706
Sb: -0.6933 0.2504 3.6592
Se: -2.6919 -1.8405 0.9120
Se: -0.5457 -0.8937 5.6593
Se: -3.0154 -0.3160 2.6653

***

No. 5
Entry from OMol25: 2 unconnected molecules or ions with the total composition N3O4 at a distorted geometry (wB97M-V/def2-TZVPD).

- Gap between HOMO and LUMO: 8.51 eV
- HOMO: -0.1532 hartree
- Charge: -1
- Energy above the lowest of the compared OMol25 structures with the same formula, charge and spin: 12.4 kcal/mol

Geometry (Å):
N: 1.0000 0.9642 -0.0309
N: -1.0880 -0.0065 0.4008
N: 1.3352 0.0245 -0.4810
O: -0.4990 -1.1066 0.4576
O: -1.2544 0.5659 1.4818
O: -1.4610 0.5770 -0.6033
O: 1.9246 -0.8959 -0.9247

***

No. 6
Entry from OMol25: 5 unconnected molecules or ions with the total composition C6H24NO4 at a distorted geometry (wB97M-V/def2-TZVPD).

- Gap between HOMO and LUMO: 11.10 eV
- HOMO: -0.5103 hartree
- Charge: +1
- Energy above the lowest of the compared OMol25 structures with the same formula, charge and spin: 48.4 kcal/mol

Geometry (Å):
C: 0.4449 1.4629 1.7682
C: 0.4686 0.8697 0.3678
C: -0.6351 -0.2393 0.2019
C: -0.1311 -1.6635 0.1844
C: -0.1109 -2.2823 1.6268
C: 1.2046 -2.0207 -0.5999
N: -0.0150 1.9520 -0.6140
H: 0.3251 0.6782 2.5360
H: 1.2635 2.1774 1.8812
H: -0.4441 2.0891 1.9744
H: 1.4818 0.5778 0.0802
H: -1.1079 -0.0155 -0.7633
H: -1.4106 -0.0617 0.9509
H: -0.7539 -2.2326 -0.5434
H: -0.5905 -1.5812 2.3048
H: 0.9418 -2.4986 1.7318
H: -0.6601 -3.2272 1.5344
H: 1.0132 -2.2126 -1.6458
H: 1.9998 -1.2872 -0.7083
H: 1.7256 -2.8066 -0.0411
H: -0.1113 2.8972 -0.2542
H: 0.5692 1.9522 -1.4566
H: -0.8859 1.7485 -1.1754
H: -1.2104 -0.1270 -4.0728
H: -0.9151 -0.8401 -2.9003
O: -0.8614 0.0813 -3.1930
H: 0.3102 -0.1655 4.7626
H: -0.0852 -1.3944 3.9234
O: 0.5833 -1.0568 4.5302
H: 1.6562 -0.0123 -3.1510
H: 2.8357 0.8033 -3.0567
O: 2.1669 0.4438 -2.4557
H: -3.5247 2.4416 -1.2799
H: -3.0866 1.2195 -0.4212
O: -2.7681 1.9065 -1.0161

***

No. 7
Entry from OMol25: a molecular structure, H16O8 at a distorted geometry (wB97M-V/def2-TZVPD).

- Gap between HOMO and LUMO: 9.17 eV
- HOMO: -0.3681 hartree
- Energy above the lowest of the compared OMol25 structures with the same formula, charge and spin: 122.1 kcal/mol

Geometry (Å):
O: 0.1534 -0.3516 0.1327
H: 0.5844 -0.1296 -0.7063
H: 0.7964 -0.3296 0.8747
O: 0.1404 2.4064 -2.9703
H: 0.6864 1.7134 -2.6223
H: 0.4244 3.2194 -2.5513
O: -0.3786 -2.5386 3.1357
H: 0.3624 -1.8406 2.9687
H: -1.1076 -2.1706 3.7377
O: 1.5404 0.4074 -2.0633
H: 2.5604 1.0074 -2.3343
H: 1.6974 -0.4596 -2.6593
O: 1.6834 -0.5926 2.4677
H: 2.1464 0.0264 1.9877
H: 2.4604 -1.2076 2.4957
O: -2.2436 0.7164 -2.0103
H: -1.7416 0.5104 -2.6583
H: -1.4076 0.7964 -1.4963
O: -1.1126 2.2164 0.2247
H: -0.8356 1.3364 0.7097
H: -2.1006 2.2204 0.4867
O: -1.5816 -2.5496 0.7007
H: -1.2376 -1.7406 0.5307
H: -1.4896 -2.6666 1.6187

***

No. 8
Entry from OMol25: 3 unconnected molecules or ions with the total composition C22H43IN2O5 (wB97M-V/def2-TZVPD).

- Gap between HOMO and LUMO (spin up / spin down): 8.18 / 9.46 eV
- HOMO (spin up / spin down): -0.2886 / -0.3372 hartree
- Multiplicity: 3

Geometry (Å):
C: 0.9862 -0.1935 4.3464
C: 0.3033 -1.2389 3.4807
I: 1.8086 -2.4250 2.4914
C: -0.6110 -2.2278 4.2033
O: -1.9968 -1.8051 4.3245
C: -2.2421 -0.4985 4.5983
O: -1.8647 0.0896 5.5589
O: -3.0091 0.0654 3.6553
H: 1.4280 -0.6646 5.2266
H: 0.2746 0.5647 4.6708
H: 1.7749 0.3138 3.7937
H: -0.2247 -0.7677 2.6488
H: -0.2151 -2.4450 5.1983
H: -0.6914 -3.1569 3.6505
H: -3.1866 -0.5929 2.9713
C: -2.7710 3.1187 0.8673
C: -1.7666 3.7343 1.8526
C: -1.7326 5.2636 1.7389
C: -1.0582 5.7645 0.4640
C: 0.3392 5.1702 0.3041
C: 0.3539 3.6366 0.3588
N: -0.3707 3.2266 1.6096
O: 0.3637 3.1769 2.6494
C: -0.2746 3.0288 -0.8952
C: 1.7845 3.1180 0.4572
C: -2.1670 3.3022 3.2571
H: -2.4970 2.0926 0.6200
H: -3.7534 3.0992 1.3394
H: -2.8700 3.6806 -0.0586
H: -1.1936 5.6562 2.6063
H: -2.7599 5.6330 1.8044
H: -1.6720 5.5381 -0.4123
H: -0.9819 6.8528 0.5051
H: 0.7844 5.4829 -0.6446
H: 0.9843 5.5465 1.1036
H: -0.4024 1.9530 -0.7753
H: 0.4042 3.1968 -1.7328
H: -1.2326 3.4630 -1.1627
H: 2.3180 3.5657 1.2902
H: 2.3057 3.3602 -0.4711
H: 1.7938 2.0347 0.5875
H: -2.0977 2.2205 3.3405
H: -3.2029 3.5941 3.4400
H: -1.5378 3.7499 4.0205
C: -0.9773 -2.8385 -3.4866
C: 0.3594 -2.2556 -3.0114
C: 1.3060 -1.9852 -4.1890
C: 1.8801 -3.2548 -4.8114
C: 2.5544 -4.1311 -3.7597
C: 1.6376 -4.4714 -2.5773
N: 1.0724 -3.1777 -2.0599
O: 1.8214 -2.5817 -1.2193
C: 0.5411 -5.4554 -2.9859
C: 2.4401 -5.1097 -1.4487
C: 0.0725 -0.9586 -2.2632
H: -1.4537 -3.4203 -2.6977
H: -1.6449 -2.0165 -3.7462
H: -0.8838 -3.4655 -4.3699
H: 2.1288 -1.3606 -3.8282
H: 0.7615 -1.4013 -4.9367
H: 1.1004 -3.8153 -5.3345
H: 2.6134 -2.9782 -5.5712
H: 2.9023 -5.0679 -4.2035
H: 3.4348 -3.6116 -3.3699
H: -0.1913 -5.5676 -2.1855
H: 1.0035 -6.4277 -3.1600
H: 0.0183 -5.1790 -3.8958
H: 3.2848 -4.4923 -1.1579
H: 2.8089 -6.0788 -1.7900
H: 1.8127 -5.2654 -0.5701
H: -0.5462 -1.1499 -1.3841
H: -0.4687 -0.2858 -2.9320
H: 0.9877 -0.4745 -1.9367